1.
The following is a quantum chemistry calculation of a molecular structure, C39H59AuN3O2S, from the OMol25 dataset.

## Properties
Total charge: +1
HOMO-LUMO gap (spin up / spin down), eV: 4.574 / 4.719
Calculated total energy, eV: -64487.0817
HOMO level (spin up / spin down), eV: -9.654 / -9.705
Multiplicity: 1

Atoms and positions in Å:
Au 0.57826 -1.78485 -0.17186
C 0.79063 -4.36679 -2.22949
N 1.73297 -3.40443 -1.68298
C 2.76299 -4.06053 -0.88882
C 2.31144 -2.59570 -2.75208
C 1.47119 -1.36138 -3.10461
N 1.31844 -0.44597 -1.97943
C 0.27781 0.55037 -2.17737
C -1.19203 0.16152 -2.15938
C -2.03783 1.20677 -2.48975
C -3.42316 1.10191 -2.43567
C -3.96385 -0.14115 -2.08754
C -3.18540 -1.22746 -1.76989
C -1.75038 -1.08885 -1.76213
O -1.03222 -2.09881 -1.39712
C -3.78958 -2.58149 -1.43981
C -3.31982 -3.59165 -2.49827
C -3.34193 -3.05126 -0.04522
C -5.31989 -2.56016 -1.44948
C -4.34596 2.27210 -2.70524
C -5.15603 2.55164 -1.42865
C -3.57469 3.54231 -3.07058
C -5.29853 1.93787 -3.86311
C 2.58220 0.18876 -1.60608
C 2.70995 0.72919 -0.20218
C 3.11301 2.03624 -0.06985
C 3.46229 2.59448 1.16107
C 3.39122 1.77147 2.28172
C 2.99988 0.44825 2.21879
C 2.63047 -0.11214 0.95055
O 2.28026 -1.35834 0.87117
C 3.01665 -0.44853 3.44563
C 1.61677 -1.01912 3.70714
C 4.01019 -1.59466 3.20097
C 3.45874 0.28064 4.71600
C 3.97044 4.02068 1.21044
C 5.27939 4.09495 0.40447
C 4.25796 4.50669 2.63353
C 2.92446 4.94829 0.57517
H 1.28593 -5.05225 -2.92875
H 0.34527 -4.94313 -1.42232
H -0.00187 -3.83166 -2.74706
H 3.42513 -4.67807 -1.50695
H 3.34706 -3.30747 -0.36325
H 2.28772 -4.69857 -0.14621
H 3.31354 -2.28873 -2.44601
H 2.42828 -3.19876 -3.66293
H 1.94195 -0.85438 -3.95865
H 0.47072 -1.67784 -3.40053
H 0.40200 1.28567 -1.37205
H 0.45536 1.08493 -3.12645
H -1.58273 2.14230 -2.77808
H -5.03611 -0.23254 -2.06332
H -2.24234 -3.71481 -2.45480
H -3.78652 -4.55685 -2.32041
H -3.59372 -3.25412 -3.49636
H -2.26984 -3.22212 -0.01763
H -3.59704 -2.30690 0.70877
H -3.84592 -3.98273 0.20359
H -5.70762 -2.29071 -2.42937
H -5.68693 -3.55549 -1.21164
H -5.71066 -1.87385 -0.70118
H -4.48197 2.77769 -0.60419
H -5.80734 3.40668 -1.59171
H -5.76939 1.70040 -1.14702
H -2.91200 3.83945 -2.26123
H -2.99387 3.39538 -3.97804
H -4.27131 4.35754 -3.24757
H -5.93768 1.09119 -3.63132
H -5.93559 2.79417 -4.07096
H -4.73197 1.70503 -4.76217
H 3.37294 -0.55595 -1.70934
H 2.80044 1.00534 -2.31045
H 3.20253 2.63255 -0.96757
H 3.66196 2.19048 3.23445
H 1.26907 -1.59723 2.85472
H 1.63826 -1.66976 4.57912
H 0.91241 -0.20961 3.89929
H 3.71108 -2.19357 2.34626
H 5.00470 -1.19342 3.01634
H 4.05188 -2.23539 4.07881
H 2.78402 1.09541 4.96962
H 3.45214 -0.42762 5.54210
H 4.47076 0.66362 4.61409
H 6.01740 3.41326 0.82185
H 5.12015 3.83159 -0.63776
H 5.68080 5.10470 0.44426
H 5.05391 3.92596 3.09453
H 4.58354 5.54423 2.59755
H 3.36736 4.45377 3.25592
H 2.75857 4.70478 -0.47076
H 1.97610 4.86087 1.10106
H 3.26158 5.98012 0.63202
S -0.74918 0.28635 1.02542
C -1.44846 -0.19015 2.47903
N -1.97511 0.78756 3.26919
C -2.54491 0.55127 4.46888
C -2.61973 -0.71962 4.95675
C -2.10171 -1.77573 4.17502
C -1.53305 -1.51544 2.95963
H -1.90685 1.73456 2.90907
H -2.92994 1.40988 4.99899
H -3.07405 -0.91099 5.91358
H -2.14936 -2.78926 4.54423
H -1.13608 -2.30287 2.33982

Atom charges from the Mulliken analysis, given in e for atoms 1 to 99:
1. Au 1.65
2. C -1.18
3. N 0.57
4. C -1.07
5. C -1.23
6. C -1.07
7. N 1.66
8. C -1.67
9. C -0.33
10. C -0.31
11. C -0.60
12. C -0.40
13. C -0.86
14. C 1.20
15. O -0.81
16. C 2.35
17. C -1.53
18. C -1.37
19. C -2.39
20. C 1.99
21. C -1.59
22. C -2.16
23. C -1.64
24. C -1.37
25. C -0.03
26. C -0.42
27. C -0.87
28. C 0.20
29. C -0.88
30. C 0.90
31. O -1.19
32. C 2.20
33. C -1.49
34. C -1.56
35. C -2.44
36. C 2.07
37. C -1.60
38. C -2.14
39. C -1.64
40. H 0.36
41. H 0.34
42. H 0.37
43. H 0.35
44. H 0.31
45. H 0.33
46. H 0.68
47. H 0.44
48. H 0.48
49. H 0.32
50. H 0.62
51. H 0.52
52. H 0.71
53. H 0.62
54. H 0.02
55. H 0.50
56. H 0.32
57. H -0.09
58. H 0.28
59. H 0.62
60. H 0.42
61. H 0.47
62. H 0.42
63. H 0.33
64. H 0.46
65. H 0.33
66. H 0.41
67. H 0.40
68. H 0.43
69. H 0.31
70. H 0.48
71. H 0.37
72. H 0.45
73. H 0.28
74. H 0.39
75. H 0.79
76. H 0.05
77. H 0.64
78. H 0.27
79. H 0.12
80. H 0.37
81. H 0.48
82. H 0.43
83. H 0.45
84. H 0.48
85. H 0.35
86. H 0.34
87. H 0.46
88. H 0.39
89. H 0.45
90. H 0.41
91. H 0.32
92. H 0.35
93. H 0.47
94. S -0.32
95. C 0.71
96. N 0.07
97. C -0.44
98. C -0.62
99. C -0.44

2.
The following is a quantum chemistry calculation of a molecular structure, C39H59BI2N5O4, from the OMol25 dataset.

## Properties
Total charge: +1
HOMO-LUMO gap, eV: 2.138
Calculated total energy, eV: -73882.4959
HOMO level, eV: -10.085
Multiplicity: 1

Atoms and positions in Å:
C -10.02666 -1.78917 2.55541
C -8.76351 -1.12424 2.53781
C -7.34231 -0.27079 2.33714
C -7.39941 1.22954 2.56184
C -6.00165 2.11580 2.32044
O -5.69791 3.16610 3.08690
C -5.03042 1.53277 1.09146
C -4.11332 2.49541 0.11072
C -4.15178 4.13001 0.43239
C -2.98226 4.35600 1.60439
C -2.03523 5.66715 1.33648
C -0.42914 5.23899 1.44154
C 0.46820 6.35224 2.28767
C 2.02131 6.35932 1.74211
C 2.71231 4.87112 1.66731
C 3.11318 4.23442 3.13952
C 4.52414 3.34109 3.04870
C 4.44714 1.95109 3.95019
C -3.20189 1.84732 -1.13290
B -2.32401 2.86466 -2.13724
N -1.38820 3.96252 -1.61323
O -2.44791 2.77822 -3.63499
C -3.17594 0.19311 -1.37854
C -2.22829 -0.35618 -2.60219
I -0.02504 -0.28389 -2.27019
C -2.69254 -0.92465 -3.89657
C -4.29320 -1.04651 -4.23031
I -1.14006 -1.63975 -5.32765
C -4.06640 -0.80259 -0.37207
C -3.99601 -2.44551 -0.60850
C -2.42865 -2.92417 -0.38281
C -2.26670 -4.41103 0.28914
C -1.12707 -4.25242 1.49211
N -1.86442 -4.07971 2.80183
C -1.63958 -2.72300 3.43190
N -1.40051 -1.54096 2.77553
N -1.73936 -2.63335 4.96473
C -4.98050 -0.11877 0.83232
C -5.90907 -1.01282 1.89814
O -5.54502 -2.19514 2.40236
H -11.19782 -1.91738 2.74705
H -8.40728 1.77356 2.87229
H -5.21464 4.45404 0.86819
H -3.96567 4.79470 -0.51246
H -2.26358 3.40603 1.56754
H -3.42162 4.38549 2.68962
H -2.25780 6.45324 2.20621
H -2.30884 6.18878 0.32525
H -0.27086 4.21205 2.01683
H -0.00369 5.07393 0.35724
H 0.44068 5.99781 3.42643
H -0.06226 7.39616 2.26713
H 2.00559 6.78997 0.62916
H 2.64525 7.03273 2.47135
H 2.09843 4.08404 1.03219
H 3.74537 5.00635 1.08491
H 2.28255 3.45097 3.48652
H 3.32266 5.06242 3.95741
H 5.43757 3.94712 3.46583
H 4.78777 3.03313 1.94459
H 4.84409 1.00010 3.37619
H 3.36354 1.73690 4.33920
H 5.14914 2.06395 4.90205
H -1.93171 4.86840 -1.51568
H -0.63645 4.14060 -2.31515
H -3.45224 2.67287 -3.79096
H -4.44012 -2.09769 -4.77537
H -4.90063 -1.12918 -3.22466
H -4.71778 -0.19197 -4.92601
H -4.32086 -2.66793 -1.72330
H -4.72657 -3.05186 0.07687
H -1.96246 -3.00207 -1.47844
H -1.78708 -2.09637 0.16783
H -3.28014 -4.86037 0.66439
H -1.76938 -5.15257 -0.50236
H -0.51455 -5.26663 1.58397
H -0.33493 -3.41846 1.25589
H -1.48059 -4.79786 3.47724
H -1.30488 -0.74228 3.46564
H -2.33541 -1.80444 5.23670
H -0.77297 -2.56155 5.35471
C 6.67273 -2.35731 -1.41588
C 6.33268 -3.70030 -2.12329
C 6.66427 -3.62017 -3.64193
C 5.63525 -2.87326 -4.48138
C 4.22213 -3.37814 -4.19718
C 3.87427 -3.32481 -2.68945
N 4.89556 -4.03224 -1.84622
O 4.72546 -5.41395 -2.03894
C 3.73504 -1.84013 -2.25354
C 2.43653 -3.89775 -2.48068
C 7.33644 -4.72432 -1.49755
H 5.96768 -2.12936 -0.61136
H 7.66166 -2.38015 -0.93584
H 6.69446 -1.51095 -2.11042
H 6.75310 -4.63841 -4.05149
H 7.64488 -3.14970 -3.78711
H 5.70344 -1.79782 -4.30553
H 5.85917 -3.02193 -5.54636
H 3.50530 -2.77723 -4.77409
H 4.12762 -4.40478 -4.57353
H 3.52533 -1.75983 -1.18343
H 2.90578 -1.35473 -2.78515
H 4.61494 -1.23259 -2.47238
H 2.32753 -4.92308 -2.85046
H 1.69120 -3.29700 -3.01572
H 2.15990 -3.88698 -1.41803
H 7.15001 -4.86432 -0.42510
H 8.37188 -4.37954 -1.61078
H 7.29364 -5.70816 -1.98213

Atom charges from the Mulliken analysis, given in e for atoms 1 to 99:
1. C -0.46
2. C -0.46
3. C 0.55
4. C -0.53
5. C 0.46
6. O -0.51
7. C 0.31
8. C -0.55
9. C -0.89
10. C -0.54
11. C -0.50
12. C -0.30
13. C -0.63
14. C -0.71
15. C -0.53
16. C -0.39
17. C -0.40
18. C -0.77
19. C 0.11
20. B 0.48
21. N -0.40
22. O -0.59
23. C 0.65
24. C -0.80
25. I 0.13
26. C 0.28
27. C -0.73
28. I -0.02
29. C 0.07
30. C -0.55
31. C -0.17
32. C -0.62
33. C -0.47
34. N -0.29
35. C 0.22
36. N -0.52
37. N -0.62
38. C -0.17
39. C 0.17
40. O -0.54
41. H 0.33
42. H 0.34
43. H 0.40
44. H 0.40
45. H 0.24
46. H 0.36
47. H 0.40
48. H 0.34
49. H 0.22
50. H 0.04
51. H 0.23
52. H 0.36
53. H 0.27
54. H 0.37
55. H 0.14
56. H 0.41
57. H 0.17
58. H 0.22
59. H 0.27
60. H 0.27
61. H 0.19
62. H 0.27
63. H 0.22
64. H 0.16
65. H 0.22
66. H 0.32
67. H 0.32
68. H 0.19
69. H 0.28
70. H 0.19
71. H 0.47
72. H 0.10
73. H 0.24
74. H 0.36
75. H 0.26
76. H 0.36
77. H 0.26
78. H 0.31
79. H 0.22
80. H 0.31
81. H 0.26
82. C -1.70
83. C 1.67
84. C -1.21
85. C -0.51
86. C -1.22
87. C 1.57
88. N 0.59
89. O -0.25
90. C -1.64
91. C -1.76
92. C -1.76
93. H 0.35
94. H 0.49
95. H 0.36
96. H 0.41
97. H 0.37
98. H 0.33
99. H 0.42